# 1
72
Properties=species:S:1:pos:R:3 method="wB97M-V/def2-TZVPD" orbital_gap_ev=3.536 charge=-1 molar_mass_da=688.99 total_energy_ev=-126685.6548 homo_ev=-3.44
C 1.871 0.194 1.675
C 2.116 0.295 0.149
C 0.833 0.782 -0.608
C 1.353 1.547 -1.851
C 0.049 -0.475 -1.007
N 0.452 -1.039 -2.349
C 0.135 -2.342 -2.281
N 1.007 -3.290 -2.642
N -1.115 -2.656 -1.799
C -1.978 -1.451 -1.925
C -1.469 -0.363 -0.957
B -2.081 1.061 -1.366
O -3.116 1.495 -0.573
O -1.622 1.721 -2.428
C -1.703 3.231 -2.394
H 2.034 -0.818 2.042
H 0.860 0.474 1.956
H 2.582 0.817 2.213
H 2.978 0.901 -0.095
H 2.365 -0.724 -0.171
H 0.314 1.429 0.090
H 0.746 1.376 -2.735
H 2.356 1.180 -2.085
H 1.449 2.612 -1.662
H 0.331 -1.255 -0.287
H 1.470 -1.041 -2.383
H 1.190 -4.048 -2.008
H 1.507 -3.223 -3.511
H -1.048 -2.867 -0.801
H -1.927 -1.107 -2.950
H -2.990 -1.759 -1.688
H -1.816 -0.634 0.041
H -3.315 0.773 0.029
H -2.690 3.648 -2.515
H -1.045 3.600 -3.166
H -1.271 3.545 -1.456
C 6.173 2.327 -1.477
C 5.439 1.074 -1.628
N 4.855 0.105 -1.746
H 5.770 3.073 -2.159
H 6.077 2.688 -0.455
H 7.225 2.167 -1.703
C 4.507 -4.440 0.722
C 4.903 -2.976 0.733
O 4.420 -2.211 1.529
C 5.918 -2.537 -0.289
H 3.776 -4.629 1.508
H 4.071 -4.709 -0.242
H 5.409 -5.083 0.914
H 5.536 -2.716 -1.295
H 6.853 -3.085 -0.141
H 6.110 -1.476 -0.172
Cl -0.956 1.325 4.561
C -2.093 -0.029 4.760
C -1.515 -1.325 4.251
Cl -1.346 -1.320 2.475
H -3.018 0.227 4.248
H -2.303 -0.117 5.825
H -2.176 -2.153 4.505
H -0.537 -1.523 4.682
F -1.668 5.592 -2.231
O -5.588 3.651 -1.331
P -6.048 3.839 0.119
O -6.063 2.505 0.873
O -7.445 4.450 0.115
O -5.112 4.814 0.823
Be 6.135 -6.419 0.226
C -9.169 1.493 2.704
Cl -8.073 2.837 2.902
Cl -8.247 -0.015 2.561
Cl -10.259 1.374 4.111
Cl -10.137 1.722 1.242

# 2
41
Properties=species:S:1:pos:R:3 method="wB97M-V/def2-TZVPD" orbital_gap_ev=8.994 charge=+1 molar_mass_da=485.76 total_energy_ev=-151572.9570 homo_ev=-12.53
C 1.002 -0.892 4.253
B 0.872 0.348 3.235
O 0.962 1.645 3.815
C 0.704 0.178 1.625
P 2.483 0.555 0.941
O 2.993 1.966 1.733
Br 3.886 -1.047 1.697
N 0.402 -1.240 1.273
C -0.261 -1.438 -0.069
C 0.704 -1.332 -1.299
C 0.797 0.034 -2.048
C 0.824 -0.290 -3.605
O 0.718 0.882 -4.418
C -1.545 -0.563 -0.077
N -1.400 0.864 0.277
C -0.229 1.269 1.012
F 0.550 2.120 0.198
H 0.525 -0.565 5.211
H 2.062 -1.122 4.512
H 0.461 -1.815 3.944
H 0.232 1.722 4.441
H 3.635 1.699 2.408
H -0.283 -1.580 1.959
H 1.200 -1.886 1.328
H -0.619 -2.498 -0.051
H 0.468 -2.160 -2.005
H 1.735 -1.569 -0.919
H -0.049 0.737 -1.904
H 1.752 0.575 -1.855
H -0.003 -0.988 -3.885
H 1.799 -0.786 -3.819
H 0.795 1.612 -3.795
H -2.324 -1.024 0.582
H -1.976 -0.622 -1.105
H -2.193 1.094 0.870
H -0.561 1.925 1.846
C -4.025 0.842 -3.264
Cl -3.839 -0.905 -3.011
Cl -4.630 1.595 -1.776
Cl -2.451 1.534 -3.673
Cl -5.172 1.127 -4.580

# 3
11
Properties=species:S:1:pos:R:3 method="wB97M-V/def2-TZVPD" orbital_gap_ev="7.836 / 7.769" e_above_lowest_ev=1.1396 molar_mass_da=106.21 total_energy_ev=-26190.6197 homo_ev="-9.23 / -9.15"
Si -1.461 -0.389 -1.106
C -0.305 0.012 0.286
Si 1.525 0.449 0.170
P -0.914 -0.502 2.108
H -0.410 -0.376 -2.258
H -2.086 -1.687 -1.395
H -2.497 0.672 -1.119
H 1.571 1.433 -0.949
H 2.538 -0.615 0.030
H 1.677 0.940 1.590
H 0.362 0.065 2.644

# 4
66
Properties=species:S:1:pos:R:3 method="wB97M-V/def2-TZVPD" s2=0.77 orbital_gap_ev="7.308 / 7.263" molar_mass_da=573.41 spin_multiplicity=2 total_energy_ev=-46208.3731 homo_ev="-8.93 / -9.05"
Ru -0.972 0.262 0.466
O -2.487 -0.591 -1.430
C -3.125 0.483 -2.093
C -3.928 1.253 -1.046
N -3.079 1.812 0.009
C -2.633 3.164 -0.239
C -1.191 3.464 0.355
O -0.817 4.619 0.270
O -0.590 2.490 0.853
C -3.724 1.715 1.309
C -3.874 0.203 1.717
O -4.976 -0.206 2.025
O -2.790 -0.432 1.687
H -1.946 -1.096 -2.050
H -3.811 0.100 -2.863
H -2.381 1.134 -2.570
H -4.614 0.541 -0.582
H -4.516 2.034 -1.544
H -3.305 3.903 0.216
H -2.575 3.363 -1.309
H -4.723 2.179 1.306
H -3.084 2.199 2.056
C 0.020 2.785 -2.619
C 1.007 1.780 -2.143
C 2.342 1.734 -2.545
C 2.908 0.694 -1.835
C 4.319 0.231 -1.894
N 1.945 0.158 -1.060
N 0.778 0.811 -1.254
B 2.145 -1.007 -0.074
N 1.975 -0.506 1.376
N 0.781 -0.153 1.854
C 0.891 0.162 3.138
C -0.307 0.572 3.912
C 2.226 0.004 3.512
C 2.887 -0.413 2.366
C 4.336 -0.714 2.218
N 1.086 -2.092 -0.347
N -0.205 -1.932 -0.021
C -0.834 -3.092 -0.189
C -2.257 -3.315 0.169
C 0.082 -4.028 -0.677
C 1.287 -3.356 -0.770
C 2.582 -3.886 -1.269
H 0.393 3.260 -3.523
H -0.113 3.552 -1.858
H -0.943 2.327 -2.830
H 2.825 2.380 -3.250
H 4.857 0.815 -2.635
H 4.379 -0.819 -2.168
H 4.806 0.359 -0.931
H 3.221 -1.466 -0.205
H -1.191 0.367 3.299
H -0.265 1.634 4.145
H -0.379 0.014 4.843
H 2.656 0.171 4.478
H 4.830 -0.565 3.174
H 4.796 -0.056 1.483
H 4.495 -1.741 1.893
H -2.665 -2.421 0.636
H -2.324 -4.144 0.873
H -2.851 -3.574 -0.706
H -0.108 -5.054 -0.916
H 2.443 -4.905 -1.621
H 3.333 -3.886 -0.482
H 2.952 -3.277 -2.092

# 5
35
Properties=species:S:1:pos:R:3 method="wB97M-V/def2-TZVPD" orbital_gap_ev=6.921 charge=+1 e_above_lowest_ev=0.0055 molar_mass_da=523.87 total_energy_ev=-88499.8810 homo_ev=-10.95
Zr 0.500 -0.668 -0.663
O -2.122 0.309 2.403
C -1.588 -0.275 1.505
O -0.765 0.281 0.612
C -1.750 -1.751 1.259
C -2.684 -2.514 1.924
C -2.763 -3.865 1.616
C -1.895 -4.394 0.673
C -0.974 -3.561 0.063
N -0.908 -2.255 0.346
H -3.323 -2.042 2.656
H -3.491 -4.497 2.106
H -1.923 -5.441 0.410
H -0.268 -3.930 -0.669
S 5.219 0.708 -4.398
C 4.051 -0.056 -3.584
S 4.276 -0.774 -2.010
C 2.667 -1.448 -1.823
C 1.791 -1.188 -2.845
S 0.076 -1.565 -2.880
S 2.420 -0.240 -4.175
S 2.301 -2.248 -0.305
C 0.970 2.564 2.119
N 0.286 3.088 0.945
C -0.752 3.999 0.979
C -1.162 4.192 -0.292
N -0.367 3.386 -1.077
C 0.502 2.705 -0.316
S 1.693 1.605 -0.926
H 1.019 3.347 2.871
H 1.975 2.263 1.840
H 0.416 1.714 2.514
H -1.103 4.422 1.903
H -1.927 4.826 -0.700
H -0.398 3.305 -2.081

# 6
66
Properties=species:S:1:pos:R:3 method="wB97M-V/def2-TZVPD" orbital_gap_ev=3.126 charge=+2 e_above_lowest_ev=0.0000 molar_mass_da=502.07 total_energy_ev=-43488.5879 homo_ev=-14.56
In -1.308 -1.085 -1.445
B 0.570 0.102 0.435
H -0.580 0.455 0.625
H 0.564 -1.075 0.621
H 0.804 0.357 -0.714
H 1.320 0.722 1.160
C -0.074 -0.654 -5.181
C 1.319 -0.682 -4.562
O 1.176 -0.618 -3.160
O -1.022 -1.423 -4.450
H -0.009 -0.958 -6.225
H -0.418 0.381 -5.127
H 1.799 0.170 -5.065
H 1.918 -1.541 -4.878
H 2.043 -0.477 -2.758
H -1.262 -2.243 -4.893
C -3.375 -0.840 2.319
C -3.077 0.615 2.493
O -3.985 1.506 1.817
O -2.609 -1.455 1.291
H -4.444 -1.017 2.154
H -3.250 -1.303 3.304
H -2.048 0.835 2.174
H -3.057 0.959 3.530
H -4.234 2.222 2.408
H -2.349 -2.327 1.597
C -1.881 2.416 -0.675
C -1.209 2.305 -1.997
O -0.849 0.933 -2.211
O -2.776 1.372 -0.517
H -2.272 3.420 -0.477
H -1.092 2.320 0.116
H -0.325 2.937 -2.072
H -1.943 2.635 -2.744
H -0.168 0.842 -2.887
H -3.320 1.536 0.298
C 0.952 -4.016 -0.325
C -0.128 -3.881 0.711
O -1.350 -3.538 -0.009
O 1.047 -2.810 -1.081
H 0.712 -4.878 -0.951
H 1.906 -4.230 0.162
H 0.022 -3.116 1.467
H -0.225 -4.894 1.104
H -2.051 -4.128 0.288
H 1.977 -2.652 -1.269
C 1.738 0.272 4.097
C 0.260 -0.032 3.781
O 0.121 -1.202 3.038
O 2.519 0.341 2.909
H 2.174 -0.549 4.675
H 1.798 1.255 4.556
H -0.125 0.842 3.230
H -0.318 -0.058 4.704
H 0.427 -0.999 2.134
H 2.301 -0.419 2.351
C 3.085 2.831 -0.764
C 2.965 3.230 0.714
O 1.693 3.052 1.269
O 2.950 1.456 -0.992
H 4.012 3.218 -1.198
H 2.424 3.425 -1.422
H 3.341 4.238 0.888
H 3.693 2.597 1.244
H 1.458 2.115 1.162
H 2.042 1.186 -0.776

# 7
10
Properties=species:S:1:pos:R:3 method="wB97M-V/def2-TZVPD" orbital_gap_ev=9.191 e_above_lowest_ev=0.9426 molar_mass_da=215.97 total_energy_ev=-17728.7553 homo_ev=-8.81
C 2.024 0.309 -0.011
C 0.739 0.689 0.032
C -0.529 -0.369 0.110
F 0.144 -1.523 0.067
C -1.924 -0.522 -0.007
F -2.509 -1.674 -0.041
I -3.223 1.078 0.033
H 2.790 1.108 -0.078
H 2.352 -0.639 -0.304
H 0.138 1.544 0.200

# 8
17
Properties=species:S:1:pos:R:3 method="wB97M-V/def2-TZVPD" orbital_gap_ev=5.546 e_above_lowest_ev=4.7416 molar_mass_da=105.21 total_energy_ev=-16647.0517 homo_ev=-6.68
C -0.445 0.944 -0.098
C -1.496 0.161 -1.453
C -0.125 0.314 -1.557
S 2.341 -0.582 0.197
C -0.738 -0.072 1.029
N -2.153 -0.135 1.325
H 0.613 1.253 0.127
H -0.987 1.877 -0.004
H -1.916 -0.808 -1.199
H -2.128 0.744 -2.125
H 0.696 -0.398 -1.370
H 0.226 1.126 -2.180
H 3.367 -1.263 -0.322
H -0.364 -1.032 0.691
H -0.115 0.200 1.878
H -2.422 -1.001 1.762
H -2.491 0.643 1.879